(1)
{"formula": "C33H45HgNOPSb", "method": "ωB97M-V/def2-TZVPD", "multiplicity": 2, "charge": 1, "s2": 0.7635, "homo_lumo_gap_ev": [8.08, 5.07], "e_tot_ev": -58482.22538, "homo_ev": [-10.4, -10.4], "species": ["Hg", "C", "C", "C", "C", "C", "O", "C", "N", "C", "C", "C", "C", "C", "C", "P", "C", "C", "C", "C", "C", "C", "C", "C", "C", "C", "C", "C", "H", "H", "H", "H", "H", "H", "H", "H", "H", "H", "H", "H", "H", "H", "H", "H", "H", "H", "H", "H", "H", "H", "H", "H", "C", "C", "C", "Sb", "C", "C", "C", "C", "C", "C", "H", "H", "H", "H", "H", "H", "H", "H", "H", "H", "H", "H", "H", "H", "H", "H", "H", "H", "H", "H", "H"], "coordinates": [[10.571, 10.723, 10.625], [6.388, 7.073, 9.209], [7.432, 8.001, 8.586], [7.268, 9.438, 9.099], [8.782, 7.361, 8.974], [8.967, 5.975, 8.420], [10.269, 5.918, 7.865], [10.776, 7.215, 7.909], [10.016, 8.080, 8.476], [12.128, 7.362, 7.280], [12.418, 6.311, 6.415], [13.677, 6.239, 5.845], [14.687, 7.091, 6.178], [14.415, 8.164, 7.058], [13.123, 8.333, 7.559], [12.939, 9.858, 8.543], [13.855, 11.147, 7.580], [13.523, 11.196, 6.208], [14.076, 12.199, 5.375], [15.040, 13.049, 5.888], [15.414, 12.930, 7.223], [14.870, 11.998, 8.074], [14.100, 9.686, 9.919], [14.693, 8.437, 10.227], [15.581, 8.377, 11.299], [15.778, 9.437, 12.153], [15.143, 10.671, 11.858], [14.281, 10.769, 10.776], [5.418, 7.526, 9.199], [6.593, 6.884, 10.253], [6.278, 6.088, 8.685], [7.324, 8.063, 7.479], [7.457, 9.476, 10.173], [6.270, 9.840, 8.969], [7.950, 10.185, 8.655], [8.836, 7.366, 10.089], [8.263, 5.808, 7.636], [8.819, 5.155, 9.157], [11.646, 5.564, 6.219], [13.864, 5.425, 5.133], [15.677, 6.989, 5.735], [15.164, 8.868, 7.321], [12.854, 10.482, 5.751], [13.740, 12.306, 4.333], [15.512, 13.843, 5.282], [16.134, 13.637, 7.639], [15.222, 11.927, 9.107], [14.444, 7.573, 9.621], [16.035, 7.402, 11.475], [16.422, 9.387, 13.035], [15.226, 11.502, 12.531], [13.716, 11.661, 10.610], [6.788, 13.646, 9.409], [8.035, 14.474, 9.087], [7.761, 15.500, 7.964], [9.661, 12.924, 8.578], [9.763, 12.496, 6.403], [9.152, 13.591, 5.556], [9.165, 11.106, 6.231], [11.392, 14.273, 8.957], [11.349, 14.713, 10.420], [11.466, 15.433, 8.018], [5.918, 14.270, 9.635], [6.900, 13.079, 10.358], [6.530, 12.916, 8.637], [8.455, 14.972, 9.999], [7.051, 15.065, 7.275], [8.676, 15.859, 7.425], [7.325, 16.370, 8.485], [10.858, 12.452, 6.244], [8.084, 13.713, 5.691], [9.303, 13.338, 4.488], [9.676, 14.554, 5.738], [8.084, 11.068, 6.418], [9.647, 10.390, 6.912], [9.408, 10.776, 5.215], [12.260, 13.679, 8.808], [10.531, 15.412, 10.605], [12.260, 15.185, 10.724], [11.230, 13.903, 11.144], [10.695, 16.163, 8.164], [11.351, 15.136, 6.955], [12.394, 16.015, 8.154]], "forces_ev_per_angstrom": [[-0.0713, 0.1655, -0.7700], [-0.3287, -0.6480, -0.8297], [0.3222, 0.2032, -0.2002], [0.5907, 0.2477, 0.3879], [1.0057, 1.3581, 0.3111], [-0.4678, -1.0887, 0.6625], [1.0648, 0.8120, 0.0181], [-1.3078, 0.2863, 0.6951], [0.1393, -0.3640, -0.1464], [-0.4497, -0.3892, 0.3052], [0.1064, 0.3513, 0.1177], [-0.2455, -1.5616, -0.9187], [0.5883, 1.4740, 0.6096], [-1.0091, -1.5508, -1.1028], [0.3569, -0.0222, 0.0629], [-0.6162, 0.9418, 0.6599], [0.2186, -0.7483, -1.0782], [0.6067, 1.4611, 0.0373], [-0.3482, -0.6446, 0.0578], [0.1388, 0.6258, -0.0584], [0.5637, 0.8016, 0.0760], [-0.9439, -0.6398, 0.0011], [-0.0580, -1.7375, 0.3591], [-0.0908, 1.7082, -0.1005], [-0.3510, -1.3594, -0.0904], [-0.0097, 1.6353, -0.1505], [-0.1766, -1.1927, 0.2429], [0.4154, -0.7148, 0.3646], [-0.6945, 0.3110, -0.1844], [0.3001, -0.1105, 0.3526], [0.2660, 0.8322, 0.4267], [0.1468, -0.4458, 0.5411], [0.0300, -0.0502, 0.2271], [-0.3520, -0.2118, -0.2090], [-0.0471, -0.5987, -0.0498], [-0.0149, 0.0916, -0.6088], [-0.5299, -0.2316, -0.8068], [0.3765, 0.5512, -0.3932], [0.4579, 0.2818, -0.0503], [0.0148, 0.3725, 0.3115], [-0.2440, -0.0317, 0.1792], [0.6352, 0.4550, 0.0742], [-0.2764, -0.0955, 0.1721], [0.2682, -0.2359, 0.5278], [-0.4266, -0.6002, 0.2777], [-0.0078, -0.2718, -0.2312], [-0.1675, 0.1075, -0.5761], [0.3147, 0.0188, 0.1289], [0.0790, 0.2904, 0.2361], [-0.1978, -0.1884, -0.4232], [0.2066, 0.2579, 0.2137], [-0.1662, 0.5956, -0.0490], [-0.0476, -0.2090, 1.2803], [0.6214, -0.7186, -0.1162], [1.0499, 0.2108, 0.7757], [0.3408, 1.5762, 0.3750], [0.1563, -0.1704, 0.9227], [0.7723, 0.3781, -0.5669], [0.4762, -0.1509, -0.1333], [-0.9662, -0.3551, 0.8046], [-0.6719, -0.3196, 0.1123], [0.1433, 0.5460, -1.2238], [0.0213, 0.1923, -0.4344], [0.2609, 0.0976, -0.5398], [-0.0268, 0.2663, -0.0762], [-0.3541, -0.5259, -0.8068], [-0.1386, 0.1725, -0.3239], [-0.9114, -0.3887, 0.4612], [-0.0687, -0.2099, -0.4934], [-0.4320, 0.0290, 0.0971], [-0.1712, 0.0284, 0.1984], [-0.0188, 0.0886, 0.3904], [-0.5359, -0.5050, -0.2055], [0.2176, 0.0854, -0.2430], [-0.1253, 0.0550, -0.1014], [-0.3948, -0.1073, 0.0087], [0.7942, -0.8822, -0.1917], [0.0688, 0.0638, -0.0438], [0.6906, 0.5529, -0.0548], [-0.1319, -0.2602, -0.1937], [-0.6687, 0.3304, 0.3848], [0.5110, 0.0873, 0.5010], [-0.0748, -0.4617, -0.1737]]}

(2)
{"formula": "C33H45N10ReS2Se", "method": "ωB97M-V/def2-TZVPD", "multiplicity": 4, "charge": 3, "s2": 3.8037, "homo_lumo_gap_ev": [4.71, 3.56], "e_tot_ev": -138978.11000, "homo_ev": [-14.0, -14.0], "species": ["Re", "C", "C", "N", "C", "S", "N", "N", "C", "C", "C", "C", "C", "C", "C", "N", "H", "H", "H", "H", "H", "H", "H", "H", "H", "H", "H", "H", "H", "C", "C", "N", "N", "C", "N", "S", "C", "C", "C", "C", "C", "N", "H", "H", "H", "H", "H", "H", "H", "H", "H", "H", "C", "C", "C", "C", "N", "C", "Se", "N", "C", "C", "C", "C", "C", "C", "C", "C", "C", "C", "H", "H", "H", "H", "H", "H", "H", "H", "H", "H", "H", "H", "H", "H", "H", "H", "H", "H", "H", "H", "H", "H"], "coordinates": [[0.803, 0.882, 2.840], [-1.059, -5.122, 2.257], [-1.535, -3.742, 1.838], [-1.567, -2.818, 2.987], [-0.880, -1.706, 3.167], [0.142, -1.135, 1.842], [-1.019, -1.077, 4.326], [-0.303, 0.073, 4.406], [-0.426, 0.785, 5.503], [-1.301, 0.394, 6.634], [0.378, 2.020, 5.537], [0.402, 2.883, 6.612], [1.177, 4.036, 6.542], [1.919, 4.292, 5.401], [1.865, 3.386, 4.362], [1.112, 2.276, 4.425], [-1.150, -5.811, 1.418], [-0.017, -5.103, 2.577], [-1.665, -5.517, 3.074], [-0.885, -3.317, 1.076], [-2.540, -3.786, 1.419], [-2.114, -3.106, 3.790], [-2.020, -0.353, 6.319], [-0.700, -0.033, 7.444], [-1.823, 1.264, 7.032], [-0.173, 2.657, 7.498], [1.199, 4.725, 7.377], [2.537, 5.175, 5.313], [2.443, 3.533, 3.458], [3.505, 1.804, -0.493], [2.872, 1.394, 0.785], [1.691, 1.775, 1.169], [0.968, 2.667, 0.419], [-0.323, 2.911, 0.733], [-0.986, 3.749, -0.025], [-1.096, 2.147, 2.063], [3.544, 0.493, 1.754], [4.823, 0.026, 1.584], [5.366, -0.830, 2.544], [4.602, -1.197, 3.632], [3.314, -0.696, 3.746], [2.802, 0.141, 2.839], [2.765, 1.986, -1.274], [4.119, 2.700, -0.353], [4.152, 1.012, -0.863], [1.402, 3.080, -0.393], [-0.591, 4.185, -0.845], [-1.955, 3.945, 0.179], [5.406, 0.318, 0.721], [6.375, -1.205, 2.428], [4.982, -1.868, 4.390], [2.675, -0.966, 4.577], [-5.225, -2.622, -2.104], [-3.753, -2.583, -1.700], [-3.326, -1.280, -1.026], [-3.335, -0.061, -1.943], [-2.346, -0.152, -3.020], [-1.015, -0.067, -2.867], [-0.150, 0.401, -1.280], [-0.432, -0.303, -4.059], [1.023, -0.434, -4.231], [1.589, 0.216, -5.489], [3.086, 0.486, -5.325], [3.405, 1.577, -4.305], [-1.430, -0.564, -5.017], [-1.381, -0.856, -6.377], [-2.587, -1.021, -7.031], [-3.809, -0.888, -6.362], [-3.856, -0.599, -5.013], [-2.640, -0.452, -4.358], [-5.521, -3.626, -2.406], [-5.442, -1.965, -2.945], [-5.869, -2.324, -1.272], [-3.119, -2.770, -2.572], [-3.558, -3.406, -1.007], [-2.319, -1.380, -0.610], [-3.999, -1.063, -0.190], [-3.131, 0.849, -1.381], [-4.306, 0.054, -2.421], [1.286, -1.492, -4.181], [1.449, 0.049, -3.358], [1.067, 1.156, -5.689], [1.446, -0.429, -6.353], [3.492, 0.777, -6.294], [3.595, -0.443, -5.050], [2.854, 2.494, -4.533], [4.469, 1.820, -4.318], [3.149, 1.272, -3.285], [-0.452, -0.952, -6.914], [-2.586, -1.248, -8.089], [-4.732, -1.014, -6.912], [-4.801, -0.487, -4.503]], "forces_ev_per_angstrom": [[-0.6697, -0.3460, -0.1212], [0.0019, -0.0167, 0.0058], [-0.0133, 0.0861, 0.1674], [0.0977, -0.1903, -0.1293], [-0.1075, -0.0230, 0.2217], [-0.0742, 0.1805, 0.1499], [0.2488, 0.1064, -0.3107], [-0.0442, -0.0268, 0.0680], [0.1305, 0.1216, -0.0080], [0.0184, 0.0161, 0.0233], [-0.0505, -0.1950, -0.1232], [0.0268, 0.1154, 0.1719], [-0.0497, -0.0162, 0.0650], [0.0371, 0.0382, 0.0288], [-0.0461, -0.1993, 0.0357], [0.0988, 0.1872, -0.0348], [0.0181, 0.0200, 0.0147], [-0.0229, 0.0065, 0.0062], [0.0032, 0.0064, -0.0294], [0.0064, 0.0267, -0.0284], [-0.0438, 0.0161, 0.0207], [-0.0408, -0.0062, -0.0210], [-0.0196, -0.0159, -0.0086], [0.0002, 0.0104, -0.0154], [-0.0010, -0.0181, 0.0031], [0.0098, 0.0418, -0.0160], [0.0033, -0.0245, -0.0148], [-0.0102, -0.0110, 0.0076], [-0.0433, 0.0052, -0.0253], [0.0808, 0.0524, 0.0321], [0.0487, -0.1342, 0.0638], [0.0429, 0.1623, -0.1495], [0.0275, 0.2440, 0.5530], [0.2210, -0.2057, -0.1541], [-0.1678, 0.2116, 0.0886], [0.2059, -0.0308, 0.0270], [-0.2946, 0.1148, -0.0845], [0.2378, -0.0827, 0.0049], [0.0518, 0.0418, -0.0985], [-0.0008, -0.0582, 0.0765], [-0.0290, 0.1398, -0.0817], [0.1272, -0.0252, 0.0316], [-0.0274, -0.0424, 0.0487], [-0.0141, -0.0162, 0.0045], [0.0059, 0.0152, -0.0038], [-0.0388, -0.1345, -0.1406], [-0.0062, -0.0791, -0.0563], [-0.0005, 0.0045, -0.0264], [0.0008, -0.0238, 0.0294], [-0.0138, 0.0076, -0.0042], [-0.0035, 0.0208, -0.0150], [-0.0170, -0.0074, -0.0024], [0.0050, -0.0025, 0.0378], [-0.0182, 0.0270, -0.0141], [-0.0176, -0.0447, -0.0063], [0.0135, 0.0069, -0.1039], [-0.2618, -0.1379, 0.0331], [-0.0241, 0.0961, -0.2028], [0.0428, -0.0025, -0.2083], [0.1931, -0.2228, -0.1736], [-0.1975, 0.0953, -0.1056], [0.0218, 0.0516, 0.1034], [-0.0167, 0.0264, 0.0112], [0.0203, 0.0008, -0.0087], [0.4086, 0.0740, 0.0627], [0.0216, -0.0439, -0.0098], [0.0676, 0.0047, -0.0057], [-0.0318, -0.0067, 0.0240], [-0.0661, -0.0183, 0.0041], [-0.1578, 0.0935, 0.3886], [0.0228, 0.0146, -0.0085], [-0.0061, 0.0341, 0.0101], [0.0194, -0.0222, -0.0163], [-0.0068, -0.0328, 0.0010], [0.0255, -0.0030, 0.0048], [-0.0225, -0.0022, 0.0194], [0.0076, 0.0088, -0.0242], [0.0308, 0.0187, 0.0333], [0.0021, 0.0508, 0.0096], [-0.0253, -0.0372, -0.0667], [0.0104, -0.0343, 0.0963], [-0.0112, -0.0231, 0.0007], [-0.0163, 0.0052, -0.0371], [0.0051, 0.0047, 0.0091], [0.0189, 0.0046, -0.0157], [0.0173, -0.0178, 0.0079], [-0.0156, -0.0113, 0.0058], [-0.0125, -0.0109, -0.1206], [0.0178, -0.0180, -0.0082], [0.0068, -0.0012, 0.0231], [0.0220, 0.0102, 0.0143], [0.0064, -0.0049, -0.0110]]}